2 unconnected molecules or ions with the total composition C6H12ClIN2 in a non-equilibrium geometry, computed with wB97M-V/def2-TZVPD.

```
22
Properties=species:S:1:pos:R:3:mulliken_charge:R:1
C -2.16800 -0.96498 0.52739 -0.973
H 0.59251 -0.08546 3.25108 0.378
C 1.11756 1.36459 -0.48220 -0.549
H 2.17443 -0.11704 0.71290 0.338
H 1.99327 1.35785 -1.23097 0.274
H 0.44242 -0.78771 -2.39364 0.437
H 0.78771 2.46212 -0.54332 0.301
H -0.08828 0.89861 -2.77133 0.491
C -0.14642 -0.47884 0.14005 -0.072
H 1.57198 -1.28205 2.51557 0.331
H -2.23039 -1.92213 0.14204 0.505
N 0.26651 0.04353 1.34213 0.016
I -3.49558 0.44635 -0.08690 0.075
C -0.17962 0.06030 -2.22358 -1.271
N 0.02136 0.46646 -0.87073 0.233
H 1.82068 1.41002 1.73258 0.365
C 1.48670 0.78625 0.85300 -0.643
H -1.20796 -0.24477 -2.27271 0.299
H -2.34033 -0.96636 1.58048 0.385
Cl 0.50769 -2.17999 -0.28300 -0.217
C 0.56859 -0.80569 2.39986 -1.018
H -0.26795 -1.57621 2.54223 0.315
```

Frontier orbital gap: 8.9 eV
Energy above the lowest of the compared OMol25 structures with the same formula, charge and spin: 153.2 kJ/mol
Lowest unoccupied orbital energy: 0.66 eV